1.
A molecular structure, C6H8GdO6 in a non-equilibrium geometry, computed with ωB97M-V/def2-TZVPD.

Calculated values
Charge: +3
E_LUMO (spin up / spin down) in eV: -12.077 / -15.926
Frontier orbital gap (spin up / spin down) in eV: 8.7362 / 3.7678
Spin multiplicity: 8
Maximum force in eV/Å: 4.724

Geometry as XYZ:
```
21
Properties=species:S:1:pos:R:3:forces:R:3:lowdin_charge:R:1
O -0.04039 0.55362 -4.01988 -0.0368 -0.6832 -0.7078 -0.143
C -0.39125 0.50082 -2.83456 -0.2439 0.8907 0.6439 -0.639
O 0.20299 -0.47342 -2.14866 0.6954 -0.9315 2.3729 0.012
O -1.24812 1.30377 -2.33565 0.5813 -0.1561 -0.2579 0.152
C -1.67608 1.25639 -0.93728 -0.7218 0.1959 0.4195 -0.053
C -0.53835 1.33902 0.02934 0.2245 0.0811 0.2023 -0.053
C -0.53260 0.62102 1.15848 0.1922 -1.1712 -0.3763 -0.016
C 0.62201 0.58711 2.11124 0.1463 1.9456 -0.0610 -0.078
Gd 0.92259 -1.40655 -4.68881 -0.0818 0.5125 -0.3238 2.024
H -2.28027 0.35027 -0.80575 0.0944 0.2348 -0.0194 0.160
H -2.32444 2.13517 -0.86077 0.0636 -0.1685 -0.0601 0.171
H 0.22046 2.10746 -0.14764 0.0317 -0.3051 -0.1356 0.161
H -1.38993 -0.01032 1.41476 0.1853 0.0508 -0.0937 0.157
H 0.39239 1.24535 2.95966 0.2410 -0.1991 0.0583 0.180
H 1.55482 0.93108 1.64942 -0.2141 0.1088 0.2359 0.160
O 0.85283 -0.68500 2.72732 0.5191 -1.4733 -0.1866 0.178
C 1.33461 -1.74729 2.11344 -4.0933 -0.8683 2.1923 -0.481
O 2.05769 -1.64641 1.14663 1.6813 0.2997 -1.4617 0.423
H 1.21428 -3.63221 2.08590 0.1260 -0.7834 0.0725 0.186
O 0.76178 -2.87952 2.49313 1.3798 1.9115 -0.2358 0.318
H 0.28498 -0.45037 -1.11031 -0.7703 0.5084 -2.2780 0.183
```
Forces are in eV/Å.

2.
A molecular structure, C6H8IrN2O12, computed with ωB97M-V/def2-TZVPD.

Calculated values
E_LUMO (spin up / spin down) in eV: -0.740 / -1.508
Frontier orbital gap (spin up / spin down) in eV: 7.9154 / 8.1065
Spin multiplicity: 2
Maximum force in eV/Å: 0.964

Geometry as XYZ:
```
29
Properties=species:S:1:pos:R:3:forces:R:3:lowdin_charge:R:1
Ir -0.02270 0.33021 -0.83710 0.9588 -0.0705 -0.0695 1.494
O -0.87286 -2.01143 2.96193 0.0028 0.0082 -0.0237 0.164
C -0.38864 -1.18798 2.04080 0.0743 0.0644 -0.0449 -0.472
O -1.07736 -0.48547 1.34151 -0.1620 -0.1304 0.0796 0.066
C 1.11770 -1.20744 1.95436 -0.0421 -0.1220 -0.0158 -0.108
O 1.57695 -0.16466 1.11488 -0.1141 -0.0936 -0.1247 -0.185
C 1.65203 1.09447 1.79604 0.2609 -0.1311 0.0752 -0.090
C 0.47136 2.00577 1.54686 -0.4897 0.3670 -0.5334 -0.608
O 0.14657 2.81961 2.37627 0.1752 -0.0345 0.1586 0.103
O -0.05808 1.95076 0.34531 -0.2326 0.0000 0.5203 -0.188
H -1.84194 -1.96915 2.91602 0.0161 -0.0143 0.0277 0.149
H 1.42437 -2.15797 1.52580 0.0234 -0.0080 -0.0176 0.133
H 1.54082 -1.12469 2.95748 0.0165 0.0297 -0.0225 0.147
H 2.54214 1.59996 1.41506 -0.0019 0.0356 0.0119 0.141
H 1.78236 0.94560 2.86720 -0.0078 0.0100 -0.0143 0.137
O -4.21780 -0.71093 -1.73333 0.1333 0.3101 -0.0679 0.193
C -3.08605 -0.61980 -1.43799 -0.0832 -0.7518 0.2731 -0.466
O -2.08202 -1.07226 -0.95502 -0.3975 0.3363 -0.0646 0.036
C -2.45214 1.27799 -2.12412 -0.0018 -0.2229 0.0978 -0.401
O -3.29785 1.90512 -2.64973 0.0147 0.0474 -0.0312 0.191
O -1.20796 1.43751 -1.92570 -0.3072 0.4161 -0.6454 -0.134
O 0.75944 -3.17228 -2.49692 -0.0690 -0.0845 -0.1045 0.115
N 0.59950 -2.19802 -1.82224 0.2254 0.2347 0.1783 -0.528
O 0.20960 -1.07931 -2.37338 -0.3440 0.0335 0.3836 -0.173
O 0.81293 -2.12869 -0.59973 0.0170 -0.3724 -0.1021 -0.039
N 1.32988 1.33801 -1.90326 0.2936 0.1128 0.0775 0.021
H 1.12658 2.32931 -1.77390 0.0405 0.0204 -0.0075 0.100
H 1.21805 1.09596 -2.88638 -0.0126 0.0014 -0.0106 0.098
H 2.29509 1.15981 -1.64073 0.0133 0.0082 0.0168 0.107
```
Forces are in eV/Å.

3.
A gas-phase ion, C6H8N (charge +1) in a non-equilibrium geometry, computed with ωB97M-V/def2-TZVPD.

Calculated values
Charge: +1
E_LUMO in eV: -3.683
Frontier orbital gap in eV: 10.0344
Maximum force in eV/Å: 4.180

Geometry as XYZ:
```
15
Properties=species:S:1:pos:R:3:forces:R:3:lowdin_charge:R:1
C -1.99708 0.85728 -0.74507 0.0257 0.1470 0.3369 -0.080
C -2.09495 -0.29308 -1.35716 3.0694 -0.6810 2.0874 0.237
C 1.49131 0.03089 0.49311 0.7068 1.0649 0.0333 -0.035
C -0.82718 0.78294 0.19647 0.3024 -0.0878 -0.2519 -0.180
C 0.49947 0.65430 -0.49431 -0.0292 0.0945 0.3325 -0.129
C -0.33136 -0.57557 -0.27360 -3.5028 0.5763 -2.2070 -0.119
N 0.66856 -1.21858 0.61108 -0.2035 -0.8048 0.2796 0.132
H -2.63779 1.71874 -0.85519 -0.0985 0.1051 -0.1659 0.124
H -2.52152 -0.97364 -2.05015 -0.2542 -0.1809 -0.4286 0.078
H 2.46953 -0.16520 0.05392 -0.1732 -0.1367 0.1386 0.144
H 1.59319 0.54221 1.45236 0.0569 -0.1898 -0.0671 0.141
H -0.91554 1.17821 1.19703 0.0517 -0.0985 0.1906 0.152
H 0.78923 1.17801 -1.38569 0.0683 -0.0406 -0.2495 0.150
H 1.10483 -2.03945 0.17838 -0.0523 0.2300 0.1194 0.193
H 0.34353 -1.47344 1.54836 0.0326 0.0023 -0.1484 0.191
```
Forces are in eV/Å.

4.
A gas-phase ion, C6H8N (charge +1) in a non-equilibrium geometry, computed with ωB97M-V/def2-TZVPD.

Calculated values
Charge: +1
E_LUMO in eV: -5.384
Frontier orbital gap in eV: 7.5814
Maximum force in eV/Å: 3.603

Geometry as XYZ:
```
15
Properties=species:S:1:pos:R:3:forces:R:3:lowdin_charge:R:1
C -4.19662 0.13002 -0.33038 -2.4078 -0.0980 -1.3124 0.151
C -3.02501 0.10026 -0.18853 2.7113 0.6800 0.8033 -0.113
C -1.70622 -0.13330 0.30785 -0.7859 -1.8415 0.4635 -0.112
C -0.48769 0.18145 -0.05512 0.5010 3.0534 -1.7566 -0.088
C 0.80786 -0.39432 0.37667 0.2241 -0.5154 0.0861 -0.139
N 1.92663 0.32526 -0.22719 -1.1174 3.2181 -1.1734 0.053
C 3.17498 0.20797 -0.02176 -1.4687 0.9307 -1.4523 0.206
H -5.19126 0.08652 -0.73124 0.1287 0.1756 0.4472 0.057
H -1.77445 -0.93894 1.02302 0.1028 -0.2163 0.5192 0.127
H -0.35530 1.03549 -0.80419 -0.3425 -1.2002 0.7404 0.136
H 1.01638 -0.62955 1.39285 -0.1201 0.8815 1.4170 0.143
H 0.90420 -1.37561 0.03367 -0.0683 -1.8168 -1.3340 0.128
H 1.49969 1.15130 -0.83328 1.7054 -2.0111 1.2068 0.222
H 3.90263 0.80007 -0.52627 0.1626 0.6524 -0.3664 0.126
H 3.50417 -0.54663 0.58389 0.7748 -1.8923 1.7117 0.102
```
Forces are in eV/Å.

5.
A gas-phase ion, C6H8N (charge +1) in a non-equilibrium geometry, computed with ωB97M-V/def2-TZVPD.

Calculated values
Charge: +1
E_LUMO (spin up / spin down) in eV: -5.761 / -5.762
Frontier orbital gap (spin up / spin down) in eV: 8.7416 / 8.7406
Maximum force in eV/Å: 2.686

Geometry as XYZ:
```
15
Properties=species:S:1:pos:R:3:forces:R:3:lowdin_charge:R:1
C -1.51148 -0.94445 1.17999 -0.2299 0.3471 -1.1520 0.031
C 0.79238 -0.72092 0.62749 -0.0711 -0.4385 0.1197 -0.116
C -0.33065 -0.96086 1.70855 -0.2373 0.0434 0.2069 0.031
C 0.50824 -0.02276 -0.64692 -2.0457 -0.1342 -0.5264 -0.129
C -1.59493 -0.23061 -1.03616 2.6583 0.2766 -0.2719 0.185
C 0.63108 1.45509 -0.67872 0.1512 0.3721 -0.1563 -0.078
N -1.94246 -0.65410 0.04403 -0.1768 -0.5610 1.9925 0.123
H 1.51183 -0.12267 1.19478 0.0712 -0.0204 -0.1392 0.145
H 1.18833 -1.72511 0.45161 0.1309 0.1507 -0.0050 0.138
H -0.02891 -1.14019 2.72385 0.0182 -0.0970 0.1053 0.125
H 0.79878 -0.54554 -1.54783 0.1499 -0.0870 -0.0036 0.124
H -2.09070 0.08074 -1.93287 -0.3814 0.0894 -0.2825 0.122
H 0.19226 1.92518 0.19739 -0.0362 0.0365 0.1090 0.100
H 0.18552 1.88110 -1.57348 -0.0398 0.0321 -0.0692 0.091
H 1.69069 1.72513 -0.71172 0.0384 -0.0098 0.0727 0.109
```
Forces are in eV/Å.

6.
A gas-phase ion, C6H8N (charge +1) in a non-equilibrium geometry, computed with ωB97M-V/def2-TZVPD.

Calculated values
Charge: +1
E_LUMO (spin up / spin down) in eV: -5.456 / -5.459
Frontier orbital gap (spin up / spin down) in eV: 8.0669 / 8.0669
Maximum force in eV/Å: 5.553

Geometry as XYZ:
```
15
Properties=species:S:1:pos:R:3:forces:R:3:lowdin_charge:R:1
C 0.77737 -2.16075 -0.10410 1.3295 4.5012 -0.7407 0.047
C 1.30613 -1.22212 -0.94503 -0.6464 -0.5438 -0.1099 -0.015
C 1.35250 0.39018 -0.96259 -0.8365 -0.7671 -0.6317 0.004
C 0.55857 1.42580 -0.54856 1.1276 -5.4348 -0.1529 -0.015
N -0.33269 0.84473 0.52333 2.9480 -0.5266 0.0440 0.072
C -0.97622 -0.68095 0.53206 -1.0784 1.2513 3.7317 -0.036
C -0.11541 -1.87026 0.81196 -0.5665 -1.0975 1.7772 -0.115
H 1.54583 -1.70064 -1.89419 0.3546 1.0296 -0.3679 0.103
H 1.88335 0.62437 -1.82159 1.5685 0.6007 -1.2924 0.072
H 0.46837 2.43156 -0.96191 -0.1133 -0.3732 0.4683 0.137
H -1.02158 1.53902 0.59548 -1.9246 0.6198 1.0561 0.133
H 0.35733 0.89962 1.33238 -1.7682 -0.1971 -0.5869 0.205
H -1.67775 -0.88695 -0.23760 -0.3783 0.7180 -1.0138 0.127
H -1.50341 -0.44290 1.50985 -0.0548 -0.7253 -1.3353 0.145
H -0.24433 -2.46769 1.75333 0.0387 0.9448 -0.8460 0.135
```
Forces are in eV/Å.

7.
2 unconnected molecules or ions with the total composition C6H8N in a non-equilibrium geometry, computed with ωB97M-V/def2-TZVPD.

Calculated values
Charge: +1
E_LUMO in eV: -6.131
Frontier orbital gap in eV: 8.0711
Maximum force in eV/Å: 7.445

Geometry as XYZ:
```
15
Properties=species:S:1:pos:R:3:forces:R:3:lowdin_charge:R:1
C 1.91128 -1.37509 -1.06331 0.1484 -3.9458 -0.1607 0.268
C 1.53652 -0.26148 -0.87884 -0.3652 -2.7073 -1.9621 -0.145
C -0.83080 -0.44909 1.52085 0.6844 -0.5003 -0.4569 0.120
C -1.47177 -0.35576 0.50310 -1.0092 0.1000 0.0680 -0.182
C 0.97642 0.65035 -0.11316 1.8202 6.5541 3.0257 -0.067
C -2.44157 -0.04719 -0.54879 -1.7784 -0.0828 0.2318 -0.085
N 2.05259 1.15162 0.73300 -3.9586 -1.3338 -2.7102 0.171
H -0.11980 -0.70202 2.27821 -0.3178 0.1401 0.1833 0.063
H 1.95150 -2.49856 -1.06119 0.4802 1.7823 -0.4920 0.126
H 0.01553 1.17841 -0.40195 1.6494 -0.3988 0.9668 0.155
H -2.09853 0.05330 -1.56195 0.7673 0.3164 -0.3018 0.075
H -3.27924 -0.75659 -0.68625 0.7907 -0.5462 0.5287 0.102
H -3.07245 0.81111 -0.27198 0.7651 0.2904 -0.0365 0.101
H 2.07194 2.15852 1.03704 0.2891 -1.7520 -0.1177 0.162
H 2.79837 0.44247 0.51520 0.0344 2.0834 1.2336 0.138
```
Forces are in eV/Å.

Ordered relative energy (zero: lowest compared OMol25 entry of this formula, charge and spin) results: 0.0 127.3 613.2 482.3 583.9 674.7 714.9; unit kJ/mol.
Ordered electronic energy results: -1449.314554 -1350.015424 -287.722701 -287.772548 -287.733850 -287.699256 -287.683951; unit Ha.